[1]
DFT (ωB97M-V with the def2-TZVPD basis set) results for the molecule C4H3F in a non-equilibrium geometry.

ΔE to the lowest compared entry with this formula, charge and spin = 16.8 kcal/mol
DFT total energy = -6910.60104 eV
gap between HOMO and LUMO = 10.1 eV
HOMO = -9.31 eV
max |F| = 3.80 eV/A

Each line ends with the Löwdin charge.
Element x y z (Å)
C 1.839 -0.616 0.010  0.1354
C 0.977 0.236 -0.005  -0.1390
C -0.321 0.777 -0.019  -0.1340
C -1.437 0.065 -0.063  -0.0643
F -1.073 -1.271 -0.009  -0.0409
H 2.780 -1.155 -0.098  0.0443
H -0.294 1.830 0.010  0.0871
H -2.472 0.135 0.174  0.1114



[2]
DFT (ωB97M-V with the def2-TZVPD basis set) results for a cluster of 2 separate species, C4H3F3 in total in a non-equilibrium geometry.

ΔE to the lowest compared entry with this formula, charge and spin = 78.8 kcal/mol
DFT total energy = -12344.18980 eV
gap between HOMO and LUMO = 10.8 eV
HOMO = -9.89 eV
max |F| = 3.22 eV/A

Each line ends with the Löwdin charge.
Element x y z (Å)
F 1.788 2.159 0.086  0.0406
C 1.648 0.850 0.047  -0.1401
C 0.900 0.282 -0.877  -0.1269
F 0.776 -1.070 -0.903  -0.0088
H 1.997 0.459 0.914  0.0956
H 0.795 0.655 -1.907  0.1383
C -3.076 -0.186 -0.802  0.1091
C -2.390 0.639 -0.233  -0.2008
F -1.521 1.493 0.263  0.0826
H -3.877 -0.820 -0.996  0.0104



[3]
DFT (ωB97M-V with the def2-TZVPD basis set) results for a structure of composition C4H3FFeO6 in a non-equilibrium geometry.

2S+1 = 7
DFT total energy = -53562.56056 eV
gap between HOMO and LUMO (alpha / beta) = 10.8 / 7.4 eV
HOMO (alpha / beta) = -20.75 / -20.51 eV
charge = +2
max |F| = 5.15 eV/A

Each line ends with the Mulliken spin population.
Element x y z (Å)
C -0.490 -1.282 -0.623  0.0241
C -0.946 0.096 -1.113  0.0913
O -1.882 0.777 -0.247  0.0249
C -1.485 1.450 0.779  -0.0117
O -0.433 1.339 1.413  0.1204
O -2.334 2.325 1.200  0.9612
O -0.310 -1.418 0.667  0.6550
F -1.480 -2.178 -1.042  0.0088
H -1.448 0.037 -2.082  -0.0025
H -0.046 0.719 -1.213  -0.0004
O 4.188 -0.101 -0.098  0.0200
C 3.136 -0.099 0.385  -0.0017
O 2.358 0.112 1.266  0.0396
Fe 0.544 -0.304 1.879  3.9683
H 0.629 -1.472 -1.171  0.1025



[4]
DFT (ωB97M-V with the def2-TZVPD basis set) results for the ion C4H3FIO2 with charge -1 in a non-equilibrium geometry.

ΔE to the lowest compared entry with this formula, charge and spin = 47.9 kcal/mol
DFT total energy = -19108.01651 eV
gap between HOMO and LUMO = 6.3 eV
HOMO = -3.17 eV
charge = -1
max |F| = 2.39 eV/A

Each line ends with the Löwdin charge.
Element x y z (Å)
C 0.432 1.863 0.254  -0.5118
C 0.401 -0.785 -0.044  -0.3613
C -0.129 0.567 0.607  -0.0960
C -0.271 -1.651 -1.109  -0.6914
O 0.906 1.426 1.422  0.0680
O 0.544 2.884 -0.350  0.1106
F -0.500 -0.694 -2.180  -0.2623
I -2.204 -2.158 -0.164  0.4486
H 1.493 -0.523 -0.397  0.1322
H 0.418 -1.457 0.814  0.0534
H -1.089 0.527 1.146  0.1100



[5]
DFT (ωB97M-V with the def2-TZVPD basis set) results for the molecule C4H3FN2 in a non-equilibrium geometry.

ΔE to the lowest compared entry with this formula, charge and spin = 61.0 kcal/mol
DFT total energy = -9891.57615 eV
gap between HOMO and LUMO = 9.1 eV
HOMO = -10.37 eV
max |F| = 5.85 eV/A

Each line ends with the Löwdin charge.
Element x y z (Å)
H -0.580 2.671 0.336  0.0927
N 0.378 2.206 0.033  0.1429
C 0.108 0.902 0.257  -0.4572
C 1.140 -0.159 -0.232  0.0657
C 0.322 -1.251 -0.357  -0.2345
F 0.563 -2.573 -0.609  0.0445
C -1.010 -0.885 0.270  -0.0344
N -1.140 0.402 0.577  0.0785
H 2.171 0.212 -0.689  0.1584
H -1.953 -1.524 0.414  0.1434



[6]
DFT (ωB97M-V with the def2-TZVPD basis set) results for a structure of composition C4H3FO in a non-equilibrium geometry.

ΔE to the lowest compared entry with this formula, charge and spin = 74.2 kcal/mol
DFT total energy = -8957.10783 eV
gap between HOMO and LUMO = 9.5 eV
HOMO = -10.45 eV
max |F| = 6.22 eV/A

Each line ends with the Löwdin charge.
Element x y z (Å)
C -2.251 -0.433 -0.078  0.2041
C -1.089 -0.175 0.123  -0.0863
C 1.457 -0.278 -0.356  -0.2677
C 0.212 0.124 0.442  -0.1193
O 2.490 -0.462 0.201  0.0785
F 0.540 1.768 -0.019  -0.2025
H -3.273 -0.472 -0.188  0.0271
H 1.299 -0.386 -1.617  0.1923
H 0.616 0.315 1.492  0.1738



[7]
DFT (ωB97M-V with the def2-TZVPD basis set) results for the molecule C4H3FS in a non-equilibrium geometry.

ΔE to the lowest compared entry with this formula, charge and spin = 133.1 kcal/mol
DFT total energy = -17742.60749 eV
gap between HOMO and LUMO = 7.2 eV
HOMO = -8.39 eV
max |F| = 4.86 eV/A

Each line ends with the Löwdin charge.
Element x y z (Å)
C -0.233 -0.202 1.586  0.1269
C -0.674 -0.861 -0.851  0.0856
C 0.563 0.699 1.123  -0.5907
C 0.237 -0.140 -1.463  -0.6659
F 0.515 0.197 -2.735  -0.0178
S 1.273 0.945 -0.455  0.9312
H -0.837 -0.949 1.930  0.0151
H -1.578 -1.393 -0.815  0.0207
H 0.734 1.704 1.679  0.0949



[8]
DFT (ωB97M-V with the def2-TZVPD basis set) results for the molecule C4H3I in a non-equilibrium geometry.

ΔE to the lowest compared entry with this formula, charge and spin = 39.1 kcal/mol
DFT total energy = -12292.80402 eV
gap between HOMO and LUMO = 8.8 eV
HOMO = -8.10 eV
max |F| = 4.70 eV/A

Each line ends with the Löwdin charge.
Element x y z (Å)
I -2.953 0.200 0.327  0.6827
C -0.901 0.681 0.513  -0.5947
C -0.015 -0.060 0.014  -0.4381
C 0.726 -1.061 -0.699  0.1235
C 1.366 -0.084 -0.085  0.0651
H -0.861 1.420 1.184  -0.0284
H 0.554 -1.808 -1.329  0.0619
H 2.084 0.713 0.075  0.1281



[9]
DFT (ωB97M-V with the def2-TZVPD basis set) results for a structure of composition C4H3I3 in a non-equilibrium geometry.

ΔE to the lowest compared entry with this formula, charge and spin = 112.0 kcal/mol
DFT total energy = -28491.39710 eV
gap between HOMO and LUMO = 7.7 eV
HOMO = -8.54 eV
max |F| = 4.60 eV/A

Each line ends with the Löwdin charge.
Element x y z (Å)
C -1.716 1.024 -1.553  0.0339
C -2.401 0.453 -0.727  0.0094
C 1.091 -0.148 1.280  -0.6899
C 2.076 0.133 0.457  -1.5799
I 0.179 -2.131 0.985  0.9518
I 3.005 -1.095 -1.043  0.6384
I 2.936 1.984 0.690  0.7691
H -1.218 1.561 -2.251  -0.0129
H -1.001 -1.731 2.203  -0.1001
H -2.952 -0.051 -0.041  -0.0198



[10]
DFT (ωB97M-V with the def2-TZVPD basis set) results for a structure of composition C4H3IrO6 in a non-equilibrium geometry.

2S+1 = 6
DFT total energy = -19303.32146 eV
gap between HOMO and LUMO (alpha / beta) = 3.7 / 3.6 eV
HOMO (alpha / beta) = -10.64 / -12.69 eV
charge = +1
max |F| = 8.96 eV/A

Each line ends with the Mulliken spin population.
Element x y z (Å)
O -1.471 -0.367 0.204  0.0838
C -0.382 -0.238 -0.500  0.6017
O 1.937 -0.920 -0.429  0.0270
C 2.560 0.235 -0.225  -0.1445
C 0.659 -1.075 0.171  0.1560
O 2.054 1.126 0.510  0.0559
O 3.677 0.402 -0.782  0.1180
H 0.710 -0.896 1.256  0.0173
H 0.375 -2.130 0.014  -0.0043
Ir 3.579 2.220 0.070  4.0591
O -3.619 0.028 0.701  -0.0013
C -2.742 0.263 -0.246  0.0240
O -2.872 0.903 -1.241  0.0068
H -4.464 0.451 0.495  0.0004



[11]
DFT (ωB97M-V with the def2-TZVPD basis set) results for a structure of composition C4H3KNaO2 in a non-equilibrium geometry.

2S+1 = 2
DFT total energy = -29026.40259 eV
gap between HOMO and LUMO (alpha / beta) = 3.8 / 6.2 eV
HOMO (alpha / beta) = -4.50 / -6.77 eV
max |F| = 6.35 eV/A

Each line ends with the Mulliken spin population.
Element x y z (Å)
Na 1.592 0.853 0.640  0.4994
O -0.895 -0.464 -0.366  -0.0370
C -2.240 -0.543 0.154  0.0136
H -2.916 -0.975 -0.601  -0.0017
H -2.410 -1.074 1.103  0.0072
C -2.964 2.065 -0.226  0.0048
C -2.350 0.970 0.271  0.0095
C -1.172 1.259 -0.517  -0.0405
O -0.133 1.904 -0.506  0.0543
K 1.167 -2.316 -1.005  0.4900
H -4.016 1.959 -0.538  0.0004



[12]
DFT (ωB97M-V with the def2-TZVPD basis set) results for a structure of composition C4H3Li2O2Zn in a non-equilibrium geometry.

ΔE to the lowest compared entry with this formula, charge and spin = 26.7 kcal/mol
DFT total energy = -57108.46151 eV
gap between HOMO and LUMO (alpha / beta) = 8.2 / 5.4 eV
HOMO (alpha / beta) = -12.77 / -10.96 eV
charge = +1
max |F| = 5.05 eV/A

Each line ends with the Löwdin charge.
Element x y z (Å)
C 0.373 1.118 -0.534  -0.4732
O 1.518 0.697 0.039  -0.4072
Li 2.253 0.571 -2.000  0.6970
Li 0.547 0.863 1.894  0.7913
H -0.035 1.620 -1.527  0.1647
C -0.898 0.722 -0.172  -0.1640
C -1.078 -0.198 0.984  -0.0534
C -0.801 -1.514 0.875  -0.2872
O -0.314 -2.164 -0.255  -0.2529
Zn 1.054 -0.958 -0.667  0.7351
H -1.698 1.448 -0.360  0.1252
H -0.922 -2.204 1.722  0.1246



[13]
DFT (ωB97M-V with the def2-TZVPD basis set) results for a cluster of 2 separate species, C4H3N in total in a non-equilibrium geometry.

ΔE to the lowest compared entry with this formula, charge and spin = 130.4 kcal/mol
DFT total energy = -5678.85483 eV
gap between HOMO and LUMO (alpha / beta) = 7.1 / 10.8 eV
HOMO (alpha / beta) = -7.38 / -10.82 eV
max |F| = 3.50 eV/A

Each line ends with the Löwdin charge.
Element x y z (Å)
C -1.626 0.006 -0.121  -0.2859
C 0.888 0.644 0.462  0.0503
C 1.017 0.233 -0.789  0.0520
C -0.290 0.089 -0.156  -0.2195
N -2.758 -0.134 -0.136  0.1383
H 1.371 1.014 1.276  0.0767
H 1.341 0.462 -1.785  0.1045
H 0.058 -2.313 1.248  0.0836



[14]
DFT (ωB97M-V with the def2-TZVPD basis set) results for the ion C4H3N2O2S2 with charge -1 in a non-equilibrium geometry.

ΔE to the lowest compared entry with this formula, charge and spin = 210.1 kcal/mol
DFT total energy = -32936.18172 eV
gap between HOMO and LUMO = 6.3 eV
HOMO = -3.09 eV
charge = -1
max |F| = 3.64 eV/A

Each line ends with the Löwdin charge.
Element x y z (Å)
C 0.949 -1.068 -0.579  -0.0228
C 1.263 2.790 0.060  -1.3273
C -0.845 0.273 0.400  -0.4391
C -2.348 0.098 0.229  -0.1126
N 0.039 -0.459 0.027  0.0153
N 1.897 -1.964 -0.210  -0.4643
O 2.039 -3.068 -0.724  -0.0254
O 2.728 -1.600 0.669  -0.0385
S 2.309 2.645 -1.132  0.4621
S 0.034 2.245 0.886  0.7168
H -2.633 0.027 -0.951  0.1157
H -2.531 -0.902 0.611  0.0473
H -2.902 0.984 0.714  0.0727



[15]
DFT (ωB97M-V with the def2-TZVPD basis set) results for the molecule C4H3N3 in a non-equilibrium geometry.

ΔE to the lowest compared entry with this formula, charge and spin = 53.1 kcal/mol
DFT total energy = -8664.10811 eV
gap between HOMO and LUMO = 10.4 eV
HOMO = -10.18 eV
max |F| = 3.92 eV/A

Each line ends with the Löwdin charge.
Element x y z (Å)
N -2.130 1.643 2.003  0.1639
C -1.343 1.113 1.339  -0.1493
C -0.360 0.444 0.530  -0.3947
N 0.727 -0.161 1.021  0.1190
C 1.186 -0.899 -0.008  -0.1200
C 0.404 -0.734 -1.149  -0.1457
N -0.668 0.011 -0.850  0.0598
H 2.080 -1.508 0.091  0.1081
H 0.529 -1.114 -2.152  0.1099
H -0.404 1.219 -0.714  0.2490



[16]
DFT (ωB97M-V with the def2-TZVPD basis set) results for the molecule C4H3N3 in a non-equilibrium geometry.

ΔE to the lowest compared entry with this formula, charge and spin = 61.8 kcal/mol
DFT total energy = -8663.72911 eV
gap between HOMO and LUMO = 9.6 eV
HOMO = -9.23 eV
max |F| = 2.70 eV/A

Each line ends with the Löwdin charge.
Element x y z (Å)
N -0.434 -2.279 2.386  0.1646
C -0.423 -1.563 1.478  -0.1261
C -0.368 -0.640 0.381  -0.3736
N -1.339 -0.326 -0.424  0.1104
C -0.793 0.631 -1.317  -0.1654
C 0.533 0.809 -0.952  -0.1426
N 0.795 0.061 0.138  0.1115
H -0.803 1.718 -0.988  0.1358
H 1.232 1.472 -1.440  0.1228
H 1.601 0.116 0.738  0.1627



[17]
DFT (ωB97M-V with the def2-TZVPD basis set) results for the molecule C4H3N3 in a non-equilibrium geometry.

ΔE to the lowest compared entry with this formula, charge and spin = 41.2 kcal/mol
DFT total energy = -8664.62384 eV
gap between HOMO and LUMO = 8.8 eV
HOMO = -9.29 eV
max |F| = 8.16 eV/A

Each line ends with the Löwdin charge.
Element x y z (Å)
N 2.998 0.077 -0.044  0.1645
C 1.881 0.433 -0.037  -0.2668
C 0.569 0.499 0.256  -0.2914
C -0.115 1.671 0.112  -0.2158
N -0.685 2.707 -0.128  0.1580
C -0.045 -0.784 -0.011  0.0110
N -1.466 -0.975 -0.033  0.1354
H 0.663 -1.629 -0.188  0.1461
H -1.992 -0.143 0.212  0.1051
H -1.810 -1.857 -0.139  0.0539



[18]
DFT (ωB97M-V with the def2-TZVPD basis set) results for the molecule C4H3N3 in a non-equilibrium geometry.

ΔE to the lowest compared entry with this formula, charge and spin = 107.7 kcal/mol
DFT total energy = -8661.74241 eV
gap between HOMO and LUMO = 9.8 eV
HOMO = -9.41 eV
max |F| = 1.26 eV/A

Each line ends with the Löwdin charge.
Element x y z (Å)
H -2.289 -0.164 -0.187  0.0662
N -1.327 -0.466 -0.272  0.1426
C -0.516 0.269 0.388  -0.4803
C -0.984 1.333 1.276  -0.1365
N -1.454 2.156 1.940  0.1540
N 0.822 -0.063 0.433  0.0403
C 1.719 -0.161 -0.675  -0.1010
C 0.969 -1.166 -0.863  0.1099
H 2.650 0.334 -0.866  0.1048
H 0.427 -2.046 -1.169  0.0999



[19]
DFT (ωB97M-V with the def2-TZVPD basis set) results for the molecule C4H3N3O in a non-equilibrium geometry.

ΔE to the lowest compared entry with this formula, charge and spin = 95.0 kcal/mol
DFT total energy = -10709.53159 eV
gap between HOMO and LUMO = 10.1 eV
HOMO = -9.59 eV
max |F| = 3.76 eV/A

Each line ends with the Löwdin charge.
Element x y z (Å)
C -2.658 -0.450 -0.009  0.1737
C -1.498 -0.483 -0.114  -0.0582
C -0.133 -0.556 -0.021  -0.3334
N 0.622 -1.621 -0.068  0.0544
N 1.893 -1.277 -0.037  0.0059
C 1.978 0.032 -0.020  -0.0934
N 0.688 0.552 0.004  -0.0534
O 0.307 1.874 -0.127  0.1043
H -3.653 -0.592 0.026  0.0121
H 2.907 0.569 -0.003  0.1207
H -0.453 1.950 0.368  0.0675



[20]
DFT (ωB97M-V with the def2-TZVPD basis set) results for the molecule C4H3N3O in a non-equilibrium geometry.

ΔE to the lowest compared entry with this formula, charge and spin = 81.7 kcal/mol
DFT total energy = -10710.10627 eV
gap between HOMO and LUMO = 8.4 eV
HOMO = -9.92 eV
max |F| = 4.87 eV/A

Each line ends with the Löwdin charge.
Element x y z (Å)
O -2.451 -0.208 0.700  0.0742
C -1.379 -0.174 0.082  -0.4411
C -0.648 1.100 -0.306  0.0523
C 0.638 1.195 0.067  -0.0935
N 1.748 0.396 0.559  0.0600
N 1.680 -0.827 0.398  0.0330
C 0.545 -1.583 -0.090  -0.1312
N -0.708 -1.367 -0.160  0.1516
H -1.155 2.053 -0.586  0.1323
H 1.127 2.016 -0.175  0.0459
H 0.603 -2.600 -0.489  0.1166